Below is a cluster of 3 separate species, C7H16N in total, with properties calculated with ωB97M-V/def2-TZVPD.

## Properties
electronic energy	-9001.3526	eV
<S²>	1.23
frontier orbital gap (spin up / spin down)	7.2865 / 6.5621	eV
total charge	0
maximum force	1.9	eV/A
LUMO (spin up / spin down)	-0.095 / -0.961	eV
ΔE to the lowest compared entry with this formula, charge and spin	5.346	eV
multiplicity	2

Geometry as XYZ:
```
24
Properties=species:S:1:pos:R:3:forces:R:3:mulliken_charge:R:1
N 2.54466 1.94096 -1.08612 -0.761 1.029 -0.640 -0.586
C -1.76475 -0.56508 0.39104 -1.487 -0.833 0.379 0.035
C -3.38588 0.88325 1.61072 0.583 -1.035 0.680 -1.175
C 0.34938 -0.18770 -0.78690 0.516 -1.537 -1.003 0.266
C -0.70199 -1.06212 -0.37143 -0.417 1.469 -0.497 -0.784
C 1.74968 -0.67021 -1.06637 0.262 -0.271 0.844 0.029
C 2.33183 -1.59080 -0.00205 0.362 -0.182 0.361 -1.191
C -2.05630 0.63788 0.96517 0.574 0.566 -1.396 -0.204
H 2.36687 0.30019 -1.01034 -0.570 -1.303 -0.711 -0.118
H 0.18254 0.60628 -1.51100 -0.740 0.590 0.662 0.402
H 0.78787 1.04743 1.03446 -0.303 -0.391 -0.344 0.242
H -3.59546 -0.05730 2.13559 -0.470 0.185 -0.040 0.305
H 0.50066 0.50443 0.32044 0.638 1.118 1.172 -0.760
H 2.50343 2.46360 -0.20851 0.566 -0.179 0.019 0.216
H 2.67784 -1.01985 0.86260 -0.132 0.143 0.008 0.318
H -1.43090 1.46563 0.65739 -0.016 0.281 0.375 0.426
H 3.45116 2.03145 -1.54203 0.306 0.107 0.474 0.211
H -3.38811 1.65649 2.37573 0.038 0.239 -0.239 0.342
H 1.76684 -1.15195 -2.04611 0.348 0.331 -0.202 0.456
H 3.21428 -2.13525 -0.34676 -0.100 0.023 -0.176 0.366
H 1.63566 -2.32314 0.39707 -0.257 -0.166 -0.153 0.331
H -4.16553 1.04356 0.86808 -0.063 0.216 0.016 0.267
H -0.88345 -2.07762 -0.69344 1.057 -0.406 0.276 0.370
H -2.52958 -1.32592 0.57453 0.065 0.004 0.136 0.238
```
Positions in Å, forces in eV/Å.

Below is a structure of composition C3H8N2, with properties calculated with ωB97M-V/def2-TZVPD.

## Properties
electronic energy	-6216.3672	eV
frontier orbital gap	9.6668	eV
total charge	0
maximum force	2.5	eV/A
LUMO	1.068	eV
ΔE to the lowest compared entry with this formula, charge and spin	5.480	eV

Geometry as XYZ:
```
13
Properties=species:S:1:pos:R:3:forces:R:3:mulliken_charge:R:1
N 1.00205 -0.54890 -0.34182 -0.356 0.671 -1.772 -0.432
N -2.72990 0.16851 -0.07004 -0.432 0.193 -0.436 -0.398
C -1.56459 -0.07215 -0.21882 2.331 -0.787 -0.398 0.083
C 0.05973 -0.89409 0.55735 -1.939 0.485 -0.294 -0.500
C 1.68265 0.71036 -0.02599 -0.088 -0.009 -0.052 -0.840
H -0.27111 -1.92954 0.51609 0.064 0.028 0.185 0.357
H 0.27338 -0.20352 -1.37684 1.379 -0.810 1.616 0.211
H 2.30235 0.58329 0.86334 -0.028 0.005 -0.019 0.304
H 2.33004 0.98515 -0.85904 -0.022 0.002 0.062 0.306
H -3.37080 0.02703 0.69692 0.357 -0.045 0.122 0.285
H 0.05173 -0.43193 1.54553 0.146 -0.076 -0.104 0.323
H 0.97669 1.53315 0.15512 0.036 0.007 0.037 0.337
H -0.74222 0.07264 -1.44181 -1.450 0.337 1.055 -0.037
```
Positions in Å, forces in eV/Å.

Below is a structure of composition C24H28FIN5ORhS, with properties calculated with ωB97M-V/def2-TZVPD.

## Properties
electronic energy	-59501.8062	eV
frontier orbital gap (spin up / spin down)	6.7075 / 6.7068	eV
total charge	0
maximum force	2.8	eV/A
LUMO (spin up / spin down)	-0.788 / -0.789	eV
ΔE to the lowest compared entry with this formula, charge and spin	1.381	eV

Geometry as XYZ:
```
62
Properties=species:S:1:pos:R:3:forces:R:3:mulliken_charge:R:1
I -0.43078 6.19838 -1.51762 0.020 0.048 0.008 -0.062
Rh -0.42445 0.67050 -0.44930 2.392 -1.417 -0.174 0.088
S 1.65149 2.25137 -0.57110 0.326 0.185 -0.108 -0.495
F 1.90806 -4.00769 -2.87436 0.253 -0.522 -0.033 -0.398
O 0.57037 0.30574 1.90733 0.021 -0.094 -0.009 -0.759
N -2.76704 3.40214 1.37187 0.261 -0.182 -0.067 -0.825
N -1.73157 2.49908 3.33722 0.145 -0.042 0.022 0.069
N -1.03556 1.77685 1.31084 -0.596 0.013 -0.362 0.261
N 2.98025 0.12173 0.38649 -0.591 -0.144 0.386 -0.070
N 4.21760 1.65016 -0.75325 0.188 -0.025 -0.237 -0.129
C -0.63142 0.91382 -2.52375 -0.818 0.389 1.506 -1.689
C -2.83108 -0.81479 0.11943 -0.171 -0.710 0.272 -0.184
C -1.80794 -3.40168 0.36849 0.031 -0.060 0.071 1.301
C -1.26915 4.25214 -1.33702 -0.063 0.023 -0.257 -0.075
C -0.27633 1.16952 2.20298 0.214 -0.178 0.068 -0.261
C -0.70105 -1.56998 -2.72346 -0.307 -0.291 -0.056 -0.314
C 1.29976 -2.83065 -2.81366 -0.108 0.318 -0.016 0.431
C 0.10049 -4.90125 0.47911 0.127 0.096 0.011 -0.668
C -3.21256 -3.18781 0.34621 0.156 -0.177 0.001 -0.886
C 0.97987 -3.79201 0.36050 -0.080 -0.177 0.038 -0.776
C -2.20079 3.44716 4.31491 0.075 -0.091 -0.076 -1.153
C -1.25007 -4.70724 0.48956 -0.084 0.077 -0.040 -0.954
C 3.02367 1.26878 -0.28501 -0.213 0.169 0.013 0.267
C 0.47536 -2.53044 0.25621 -0.200 0.049 0.059 0.194
C -1.92554 2.65096 1.96989 -0.109 -0.223 -0.135 0.299
C 5.41510 0.82588 -0.70021 -0.119 0.155 0.054 -1.009
C -0.08199 -2.79569 -2.81358 -0.361 0.016 -0.191 -0.505
C 2.07137 -1.69265 -2.75702 0.127 0.226 -0.053 -0.926
C -0.59750 1.63643 3.59595 -0.231 0.214 -0.008 -0.339
C 1.42788 -0.46801 -2.67699 0.446 0.065 0.182 0.066
C -1.46735 -0.98906 0.12023 -1.182 1.350 -0.912 -0.529
C -3.71261 -1.92596 0.22383 0.114 0.268 0.086 -0.881
C -0.93050 -2.29328 0.25215 0.410 -0.068 0.231 1.201
C 0.03447 -0.37787 -2.62860 -0.219 0.226 0.036 0.461
H 4.20703 2.48963 -1.30569 0.061 0.028 -0.056 0.289
H -2.20388 2.97373 5.29544 -0.006 -0.011 0.027 0.352
H -4.78521 -1.76496 0.20540 0.047 0.011 0.012 0.425
H 3.82682 -0.34699 0.66440 -0.055 0.009 -0.017 0.250
H -1.68704 0.95504 -2.76206 -0.003 -0.050 -0.325 0.357
H -1.57932 4.34660 4.36375 0.037 0.061 -0.007 0.328
H -3.22300 3.74449 4.09311 -0.063 0.001 0.001 0.371
H -3.25760 0.17319 0.04559 -0.022 0.187 -0.091 0.480
H 6.22062 1.35381 -1.20142 0.006 0.007 0.007 0.340
H -3.87469 -4.04408 0.43456 0.054 0.049 -0.032 0.376
H -1.78384 -1.51429 -2.73301 0.047 -0.019 0.100 0.352
H 1.13529 -1.67548 0.15456 -0.076 -0.127 -0.004 0.146
H 2.13224 -0.02830 0.94441 0.148 0.034 -0.054 0.119
H -0.06021 1.78396 -2.82433 -0.010 -0.002 -0.129 0.598
H 5.72710 0.63613 0.33048 -0.001 0.055 -0.023 0.339
H -1.90611 4.22348 -0.46315 -0.048 0.005 0.057 0.164
H 3.15060 -1.77184 -2.79329 -0.048 0.000 0.015 0.467
H 0.50770 -5.90292 0.56884 -0.028 0.079 -0.012 0.397
H 2.05308 -3.95723 0.34483 -0.092 0.005 0.014 0.470
H -3.29673 3.96314 2.02844 -0.036 -0.012 0.048 0.142
H 0.26385 2.15795 4.02468 0.013 0.071 0.025 0.303
H -0.44624 3.55943 -1.22732 0.012 0.002 -0.025 -0.333
H -0.64755 -3.71919 -2.87566 0.074 0.095 0.055 0.424
H 2.00469 0.44909 -2.68226 -0.020 -0.040 0.052 0.741
H 5.26326 -0.13272 -1.20333 -0.016 0.022 -0.006 0.287
H -1.83003 4.05191 -2.24710 0.062 0.019 0.064 0.367
H -1.92530 -5.55323 0.59078 0.059 0.086 -0.020 0.396
H -0.85603 0.79508 4.24113 0.050 -0.056 0.014 0.303
```
Positions in Å, forces in eV/Å.

Below is a structure of composition C17H30BGdN5O2PSSbSe4, with properties calculated with ωB97M-V/def2-TZVPD.

## Properties
electronic energy	-339221.0226	eV
<S²>	16.17
frontier orbital gap (spin up / spin down)	4.5063 / 3.4035	eV
total charge	-1
maximum force	6.0	eV/A
LUMO (spin up / spin down)	1.082 / 1.082	eV
multiplicity	8

Geometry as XYZ:
```
63
Properties=species:S:1:pos:R:3:forces:R:3:mulliken_charge:R:1
Gd -0.14122 -1.18008 -0.85299 1.040 0.881 -0.356 0.043
Sb 3.47526 -2.23685 -0.40835 0.436 -0.299 -0.062 0.761
Se 1.92049 -0.89047 1.15543 0.103 -0.116 -0.091 -0.725
Se 1.92708 -2.61949 -2.38263 -0.390 0.372 0.355 -0.643
Se 5.51579 -1.02531 -1.08082 -0.550 0.311 0.006 -0.755
Se 4.14400 -4.38267 0.51016 -0.384 0.199 0.095 -0.692
S -1.23581 0.24872 -2.96691 -0.205 0.789 1.128 -0.399
P 1.76473 2.03448 -0.66269 0.236 -0.307 0.108 0.998
O -1.62252 -2.40004 0.35034 -1.308 -1.717 1.460 0.263
O -3.21624 -2.83538 1.99623 0.486 -1.362 -0.395 -0.374
N 2.97007 4.12782 -2.17594 -0.983 -1.005 -0.633 0.084
N -2.72854 2.25136 -1.95573 -1.363 -0.022 -0.250 -0.662
N 2.07630 4.75005 0.04840 1.492 0.600 -0.544 0.098
N -1.71624 0.86121 -0.36196 -0.706 -0.975 1.372 0.567
N 4.12135 3.36989 -0.15612 -0.204 0.639 -0.355 0.132
C -3.57811 2.75519 -1.01430 0.973 0.490 -1.057 -0.314
C -2.85544 -4.18704 1.45587 -1.075 0.375 0.181 1.639
C -1.38159 -4.56259 -0.76737 0.504 0.495 -0.173 -1.322
C -4.02188 -4.64650 0.56778 0.137 0.657 -0.771 -1.839
C 2.20609 5.14481 -1.35619 0.950 0.956 0.996 -0.776
C 3.35497 4.34701 0.63249 2.003 1.704 -0.744 -0.875
C -3.53127 2.31729 0.28927 -0.985 -0.117 -0.487 -0.713
C -2.71386 0.53692 1.93651 -0.826 5.697 -1.618 -1.245
C -1.54536 -3.88271 0.59528 0.747 -0.662 1.035 0.838
C -2.71745 -5.12844 2.67656 1.000 0.566 -0.623 -1.724
C -1.99873 1.20828 -1.61872 1.176 0.377 -1.480 0.303
C 2.16937 2.80251 -2.30972 -0.141 0.124 -0.328 -0.933
C 3.57505 2.04122 0.00867 -1.075 -0.806 0.184 -0.323
C -0.26435 -4.09423 1.45316 0.198 -0.297 -1.152 -1.087
C 1.18652 3.66065 0.22362 -1.327 -1.202 -2.065 -1.031
C -2.58844 1.30951 0.60902 -0.194 -0.959 1.930 0.407
C 4.26858 3.79409 -1.53820 1.565 0.492 1.308 -0.867
B -2.52716 -1.88516 1.34587 0.156 -1.901 -1.596 0.162
H -2.16702 -5.98370 2.33301 0.578 -0.574 -0.050 0.409
H -4.22044 3.55459 -1.47308 0.447 -0.680 1.147 0.366
H 4.00582 5.25983 0.57396 -0.492 -0.473 0.704 0.293
H -0.45005 -4.15838 -1.30975 -1.220 -0.674 0.834 0.164
H 1.21532 2.95180 -2.86258 0.683 0.266 0.250 0.401
H -3.62402 -5.55712 3.08471 -0.567 0.530 -0.164 0.412
H -2.14792 -4.64252 3.47733 -0.139 -0.153 -0.210 0.331
H 2.73608 6.14937 -1.48029 -0.490 -1.386 0.378 0.272
H 3.16856 4.47996 -3.11909 -0.235 0.093 0.299 0.339
H -5.00294 -4.74251 1.05502 0.478 0.410 0.206 0.440
H -4.25505 2.69030 1.02135 0.409 -0.294 -0.169 0.348
H 1.22968 5.22043 -1.79368 -0.533 0.045 -0.196 0.451
H -2.79133 -0.62461 1.63060 0.375 -0.377 -0.394 0.290
H 4.28306 1.25978 -0.39784 -1.028 0.395 0.160 -0.167
H 4.76531 3.02228 -2.14868 -0.254 0.170 0.372 0.434
H 4.88746 4.73174 -1.56675 -0.509 -0.703 0.031 0.309
H 3.22254 3.96018 1.67252 0.098 0.508 -0.958 0.429
H 3.42853 1.84381 1.09569 0.385 -0.034 -0.711 0.393
H 0.57911 -3.66831 0.88764 -0.083 -0.179 0.235 -0.036
H 1.09838 3.38460 1.24145 -0.090 -0.070 1.188 0.535
H -1.24947 -5.63190 -0.59597 0.172 -0.034 -0.135 0.419
H 2.81084 2.11294 -2.89662 -0.384 0.312 0.362 0.434
H 0.01745 -5.14945 1.65542 -0.488 0.531 -0.251 0.356
H -4.09690 -3.94461 -0.29745 -0.213 -0.487 0.641 0.288
H -2.25910 -4.43561 -1.41100 0.219 0.115 0.099 0.307
H -1.85249 0.68159 2.55765 0.367 -0.552 0.503 0.292
H -0.31041 -3.55832 2.38313 -0.125 0.271 0.460 0.405
H -3.70315 0.78232 2.39485 0.906 0.164 0.097 0.367
H -3.81271 -5.62758 0.15467 0.215 -0.257 -0.110 0.366
H 0.20343 4.03507 -0.11222 0.034 -0.858 0.006 0.354
```
Positions in Å, forces in eV/Å.